The following is a quantum chemistry calculation of one molecule with the formula CH5N3OS, from the Open Molecules 2025 dataset.

Each line ends with the Löwdin charge.
Element x y z (Å)
H -0.0298 -0.3426 -2.0503  0.086
H 1.7655 -0.3927 1.4369  0.069
N 0.7431 -0.5658 1.3340  0.115
H 1.9583 0.2027 -0.8107  0.127
O 0.3909 0.5085 -1.9820  -0.047
C 0.3191 -0.0175 0.2942  -0.607
N 1.0305 0.5809 -0.7536  -0.020
S -2.2127 -0.6385 1.0229  0.755
N -1.0315 -0.0695 -0.0325  -0.427
H -1.6713 -0.0155 2.1022  -0.126
H -1.2622 0.7500 -0.5612  0.076

LUMO level = 0.670 eV
energy = -18468.79928 eV
largest force on an atom = 0.0470 Eh/bohr
ΔE to the lowest compared entry with this formula, charge and spin = 1.635 eV
SMILES string = [H]/N=C(\NO)NS
Kohn-Sham gap = 0.3597 Ha